[1]
Molecular formula: C34H40BF2NO2S
Method: DFT, the ωB97M-V functional and the def2-TZVPD basis

```
81
Properties=species:S:1:pos:R:3:forces:R:3:lowdin_charge:R:1
S 0.979344 -3.359996 2.072130 -0.069 0.073 -0.905 1.1161
F 0.620959 5.692231 -0.178670 0.316 -0.769 -0.142 0.0360
F -3.020154 3.828125 2.886285 -0.064 -0.611 -0.606 0.0441
O 0.282525 -1.446365 -3.892447 0.477 -0.683 -0.199 0.1161
O -1.650896 -0.608537 -3.007939 -0.986 -0.021 0.299 0.0823
N 3.894669 0.706585 2.830930 0.666 0.518 0.618 -0.1871
C -2.631076 1.324657 -0.392369 0.069 -0.001 0.105 -0.0141
C -1.478382 -3.506746 2.589927 0.224 -0.493 0.273 -0.1330
C 5.138766 -0.028056 2.767980 -0.035 -0.013 -0.657 -0.0680
C -3.981343 2.898009 0.915098 0.505 -0.447 0.132 -0.2157
C 3.148864 -0.424537 0.820364 -0.880 -0.636 0.148 -0.0015
C 1.891632 1.862726 -0.912880 0.047 -0.585 0.393 -0.0577
C 0.149154 3.370083 -0.341374 0.469 0.212 0.628 0.0568
C 3.403503 5.335878 -0.439476 0.438 0.370 -0.016 -0.0493
C -1.599996 1.420682 0.544695 0.236 -0.005 0.310 -0.1978
C -1.032553 -2.476611 -5.592538 -0.171 0.104 -0.569 -0.0207
C 2.045363 -1.178646 0.469809 0.343 0.072 0.403 -0.0882
C -0.721798 -2.472306 -4.106248 -0.377 -0.487 -0.665 -0.4862
C 2.444158 4.200144 -0.549714 -0.368 -0.417 -0.144 -0.2214
C 1.080674 4.405803 -0.361729 -0.111 -0.057 -0.357 -0.2004
C -3.813559 2.044937 -0.193733 -0.125 0.248 0.172 -0.0145
C -1.304481 -2.195896 2.079088 -0.091 0.412 -0.873 -0.0927
C -1.759277 2.226646 1.684177 -0.588 0.207 -0.462 0.0265
C 2.827123 2.890915 -0.908883 -0.357 0.400 -0.031 -0.0227
C -1.858675 -2.647414 -1.787279 0.033 -0.426 0.037 -0.0112
C 0.609130 2.047295 -0.370398 -0.066 0.344 -0.447 -0.1434
C -0.318593 -4.259730 2.671072 -0.820 1.227 -0.189 -0.6193
C -0.033239 -1.961529 1.540232 0.403 -2.986 1.983 -0.3889
C -5.179054 3.743799 1.183652 -0.571 0.244 -0.127 -0.0461
C 3.531327 1.222480 4.141845 -0.193 0.339 -0.304 -0.0598
C 2.925157 0.527462 1.886911 -0.670 0.580 0.571 -0.2487
C -2.930521 2.953441 1.828968 0.365 0.023 0.012 -0.2076
C -1.916801 -2.027824 -3.176212 0.110 -0.289 -0.130 -0.4618
C 0.477442 0.422210 1.587050 0.692 -0.514 -0.553 -0.2207
C -0.166330 -5.636556 3.166458 0.165 -0.760 0.200 -0.1124
C -3.297317 -2.162922 -3.773052 -0.305 -0.182 -0.263 -0.0103
C -0.197784 0.866988 0.277915 -1.594 2.691 -2.679 -0.1397
C -0.038255 -3.771096 -3.802794 -0.016 -0.562 0.510 -0.0169
C 1.689749 1.152342 2.005206 1.210 0.031 0.587 0.0079
C 0.853131 -0.944314 1.200675 -0.512 0.087 -0.768 -0.2729
B -0.349595 -0.492495 -3.238116 1.358 2.459 0.888 -0.4363
H -0.943072 -5.905218 3.881681 -0.122 0.087 -0.089 0.0819
H -0.899755 3.619270 -0.234662 0.146 0.003 0.300 0.1240
H -0.697802 -4.604247 -4.101305 0.402 0.113 0.219 0.1048
H -2.117923 -1.466430 2.027670 0.278 -0.239 -0.086 0.1157
H -3.488220 -3.217808 -4.007702 -0.069 0.183 -0.089 0.0975
H 1.578182 2.114701 2.514935 0.115 -0.542 0.106 0.1241
H 3.879703 2.673671 -1.135349 -0.505 0.175 -0.059 0.1194
H 3.150662 5.994745 0.399111 0.044 -0.148 -0.153 0.0819
H 3.406064 5.958838 -1.343870 -0.039 -0.116 0.147 0.0883
H 4.974838 -1.106296 2.605430 0.040 0.166 0.161 0.0908
H 5.739314 0.342180 1.923744 0.162 -0.155 0.327 0.0906
H 3.291517 2.293416 4.084355 0.154 -0.200 0.226 0.0853
H -2.557968 -2.133765 -1.118927 0.046 -0.087 -0.159 0.0955
H 2.155360 0.861083 -1.267565 0.134 0.337 0.415 0.1004
H -4.623320 1.977384 -0.933938 0.366 0.043 0.365 0.1173
H -4.958768 4.804335 1.022817 0.005 -0.108 -0.033 0.0898
H -2.140567 -3.708706 -1.862397 0.063 0.229 0.213 0.1020
H -1.352480 -1.485094 -5.935332 -0.076 -0.220 0.063 0.1001
H 0.226565 -3.845297 -2.737646 -0.057 -0.158 -0.397 0.0877
H -3.437241 -1.544035 -4.674367 0.208 -0.339 0.315 0.0989
H -0.220859 -6.331672 2.323383 0.055 -0.108 0.137 0.0850
H 4.137227 -0.634872 0.417331 -0.265 0.180 0.054 0.1167
H -1.808179 -3.228173 -5.849907 0.468 0.428 0.110 0.0990
H 4.381569 1.063164 4.807132 -0.219 0.251 0.012 0.0756
H 5.663159 0.127962 3.710709 0.165 -0.118 -0.332 0.0782
H 2.648984 0.714634 4.565536 0.104 -0.007 -0.246 0.0957
H -2.417277 -3.966644 2.908365 0.145 0.543 -0.047 0.1145
H 0.788988 -5.796237 3.676067 -0.042 0.063 -0.167 0.0772
H -0.282618 0.445587 2.385656 0.408 -0.260 -0.294 0.1483
H 4.423803 4.965241 -0.292691 -0.164 0.061 -0.024 0.0773
H -4.050987 -1.849491 -3.044249 0.145 -0.011 -0.020 0.0939
H 0.885625 -3.782367 -4.399122 -0.312 -0.231 0.221 0.1018
H -5.516689 3.660497 2.221422 0.099 -0.084 -0.136 0.0844
H -0.094208 -2.716069 -6.129199 -0.542 0.058 0.194 0.1011
H -2.464530 0.721740 -1.296028 -0.214 0.315 0.440 0.1053
H 2.080092 -1.968126 -0.287562 0.117 0.133 0.514 0.1216
H -0.859273 -2.579180 -1.330658 -0.264 0.025 -0.200 0.0852
H -0.238868 0.105806 -0.522328 -0.093 0.093 0.773 0.1165
H -6.013474 3.470559 0.534742 0.081 0.021 0.004 0.0781
H -0.940548 2.413061 2.370122 -0.125 -0.075 0.032 0.1298
```
Forces are in eV/Å.

Computed properties:
Kohn-Sham gap = 2.94 eV
energy above the lowest of the compared OMol25 structures with the same formula, charge and spin = 143.9 kJ/mol
highest occupied orbital energy = -4.9 eV
lowest unoccupied orbital energy = -2.006 eV

---

[2]
Molecular formula: C25H64ClN4O13
Method: DFT, the ωB97M-V functional and the def2-TZVPD basis

```
107
Properties=species:S:1:pos:R:3:forces:R:3:lowdin_charge:R:1
Cl 1.359710 0.999139 -0.294020 -1.813 0.631 -0.515 0.6486
O 4.007866 2.592140 -5.293482 0.543 0.337 -0.535 -0.1864
O 0.037097 1.494496 -0.646835 0.184 -0.093 -0.079 -0.3777
O -3.999976 0.503019 1.019035 -0.729 0.814 -0.280 -0.1887
O -2.317077 -4.501491 -2.022540 -0.308 0.061 -0.090 -0.1778
O 1.524638 -1.956851 3.986859 0.694 -0.180 -0.182 -0.1505
O 0.831973 6.126314 0.304418 -0.297 0.705 0.232 -0.1681
O -0.967668 -6.341588 5.827445 0.694 -0.070 0.814 -0.1763
O 3.596035 -1.497736 -6.045296 -0.320 -0.205 -0.683 -0.1647
O 1.532850 1.259508 1.122824 0.878 -0.154 -0.558 -0.3646
O 5.196561 -1.227519 0.071914 1.175 -0.039 0.582 -0.1195
O 2.329358 1.671452 -1.140245 0.290 -0.137 0.813 -0.3642
O 1.391930 -0.417296 -0.577501 0.460 -0.323 0.321 -0.3734
O -5.322887 5.157124 0.953432 -0.138 0.070 0.917 -0.1675
N -1.242770 -3.446290 4.528125 0.194 -1.296 0.334 -0.0486
N -1.727096 5.279174 1.462427 1.204 0.269 -0.304 -0.0723
N -1.934381 -0.836495 -1.749259 -0.128 -0.282 -0.519 -0.0576
N 2.695661 0.307296 -4.099695 0.863 0.050 0.440 -0.0326
C 3.782944 -2.571898 -6.928508 0.978 -0.582 -0.254 -0.1371
C -3.134675 -0.400429 0.390131 -0.374 -0.703 -0.680 -0.2331
C -0.626332 4.372130 1.120611 0.151 0.146 0.185 -0.2004
C -3.095169 -0.221665 -1.134571 0.345 0.746 -0.024 -0.1962
C -3.300881 -5.420110 -2.415804 0.058 -0.319 -0.311 -0.1366
C -4.148338 5.607205 1.595238 1.660 0.562 -0.968 -0.2407
C 4.301507 2.247451 -3.967269 0.095 -0.828 -0.021 -0.2436
C -0.026265 -6.536131 4.786016 -1.315 0.441 -0.999 -0.0895
C 0.191676 -1.596392 3.819435 -1.621 0.885 -0.149 -0.2655
C 2.305356 -1.300265 3.007922 0.061 0.542 -1.357 -0.1160
C 2.112463 6.684855 0.310569 1.452 -0.270 -0.916 -0.1409
C -2.133717 -5.633392 5.542277 -0.822 0.741 -1.182 -0.2462
C 4.069405 0.737774 -3.777145 -0.644 1.167 0.746 -0.2042
C 2.550469 -1.149693 -3.880305 -0.329 0.917 -0.646 -0.1899
C -4.145780 0.261248 2.392775 1.036 -0.615 -0.028 -0.1198
C 4.493027 -2.443799 0.182239 -1.706 0.573 -1.557 -0.1704
C -1.705905 -2.248286 -1.514464 0.204 -0.116 1.327 -0.2174
C 3.524127 -1.969505 -4.720903 0.275 -0.021 1.195 -0.2571
C 0.761030 5.018696 1.170407 -0.375 -1.005 1.127 -0.2297
C 4.423999 3.905660 -5.643228 -0.545 -0.813 1.044 -0.1097
C -6.281062 6.188020 0.972773 -0.490 -0.113 -0.285 -0.1351
C -3.003079 4.599540 1.544904 -0.409 -0.095 -0.631 -0.2157
C -2.032779 -4.102243 5.562540 -0.754 0.044 0.652 -0.2206
C -2.739103 -3.165591 -2.154512 0.628 0.885 -0.811 -0.2378
C -0.706873 -2.157390 4.897234 -0.612 0.733 0.556 -0.2246
H 3.215734 -3.018122 -4.627095 -0.232 -0.016 -0.456 0.1142
H -0.459930 -4.069180 4.374787 0.139 0.350 -0.292 0.0716
H -3.528384 -5.451884 -3.492192 0.437 0.349 -0.122 0.0828
H -4.684393 -0.677330 2.579742 -0.148 0.091 0.018 0.0842
H -1.520710 -1.431864 5.045289 -0.283 -0.294 -0.493 0.1139
H 5.497748 4.043849 -5.484149 0.133 -0.040 -0.210 0.0783
H -0.036872 -0.514817 3.785995 1.078 0.184 0.446 0.1236
H -3.042374 0.846644 -1.361837 0.060 0.011 0.103 0.1203
H 4.732292 -3.092694 -6.716331 -0.314 -0.367 0.563 0.0852
H 5.062157 -3.249114 -0.278751 0.389 0.069 0.446 0.0763
H 4.532568 -1.975997 -4.287278 0.067 0.223 0.020 0.1152
H -4.278492 -5.217541 -1.962477 0.155 -0.156 0.468 0.0819
H 3.378643 -1.492373 2.957446 -0.006 -0.350 1.288 0.0796
H 1.542124 -1.398445 -4.219957 -0.064 -0.065 0.109 0.1161
H 1.458288 4.230093 0.859915 0.125 0.120 -0.119 0.1126
H 5.363508 2.387342 -3.707292 0.099 0.230 -0.304 0.1174
H 4.066818 -2.706523 1.153070 0.591 0.065 0.232 0.0563
H -2.927997 -5.899246 6.243987 0.492 -0.077 0.554 0.1170
H -1.733972 -3.824993 6.585297 0.299 0.103 -0.046 0.1143
H 4.182813 0.647776 -2.683957 0.660 -0.578 -0.118 0.1070
H -1.094372 -0.323893 -1.530325 0.117 0.226 0.090 0.0636
H 3.902359 4.579621 -4.954738 -0.001 0.472 -0.338 0.0835
H 2.929226 -3.250531 -6.886432 0.083 -0.236 -0.012 0.0860
H 0.302232 -5.624226 4.279562 0.233 0.152 0.456 0.0695
H -3.132891 0.129771 2.806493 -0.171 0.057 0.308 0.0796
H 4.136070 4.048736 -6.678436 0.048 0.253 -0.047 0.0814
H -4.622378 1.093594 2.903322 -0.161 0.099 -0.283 0.0820
H -3.798476 6.450860 0.979171 0.027 0.219 0.240 0.1141
H 0.846478 -7.057152 5.156263 -0.139 -0.264 0.138 0.0885
H -1.646978 6.065592 0.828079 -0.758 -0.019 -0.065 0.1009
H -3.521180 -1.421061 0.542014 0.398 -0.069 0.494 0.1194
H -2.112460 -0.277676 0.769181 -0.003 -0.196 0.096 0.1286
H -2.887806 -6.395105 -2.159609 -0.405 -0.099 0.187 0.0847
H 1.042357 5.287328 2.197286 -0.095 0.304 -0.013 0.1234
H 4.642800 -0.460960 0.240036 -0.390 -0.213 -0.011 0.0709
H 2.834501 5.858347 0.271235 0.162 0.123 0.064 0.0867
H -7.159540 5.869920 0.410029 0.045 -0.265 0.106 0.0838
H 2.455541 7.361813 1.104605 -0.864 -0.290 0.653 0.0824
H -2.761564 -2.843986 -3.208423 -0.261 -0.339 -0.075 0.1285
H 2.604545 -1.372196 -2.808798 0.290 -0.425 -0.040 0.1000
H -3.077916 -3.773029 5.483350 0.032 0.146 -0.045 0.1141
H 4.832832 0.210284 -4.341463 -0.091 -0.176 0.001 0.1091
H 3.990153 -2.336981 -7.977549 -0.676 1.008 0.156 0.0804
H 3.623680 -2.319093 -0.484777 -0.138 -0.432 0.224 0.0683
H 2.312744 7.280046 -0.585314 -0.579 -0.194 -0.230 0.0816
H -0.278310 -2.111356 5.913970 0.627 -0.394 -0.268 0.1221
H 2.044587 -1.589092 1.980279 -0.692 0.019 0.112 0.0769
H -4.178869 5.978601 2.626779 -1.020 -0.066 0.010 0.1256
H -5.938623 7.101761 0.473308 0.326 0.022 0.132 0.0839
H -0.568040 -7.047718 3.980053 0.467 -0.574 0.001 0.0924
H -3.751548 -3.035044 -1.752264 0.076 0.033 0.217 0.1139
H -6.589660 6.427345 1.993942 0.020 0.087 0.061 0.0844
H -0.774844 3.554521 1.829123 0.893 -0.210 -0.023 0.1206
H 2.144321 -0.223823 3.072883 0.105 0.079 -0.018 0.0750
H -0.688274 -2.468256 -1.842640 -0.211 -0.186 -0.506 0.1218
H -2.625128 -5.934120 4.600258 0.650 -0.120 -0.321 0.1231
H -1.644029 -2.496567 -0.439955 -0.219 -0.013 0.047 0.1120
H -3.986923 -0.569273 -1.662042 -0.208 -0.180 0.417 0.1097
H -2.990525 3.999829 2.457977 -0.032 -0.194 -0.085 0.1157
H 3.752933 2.866795 -3.245458 -0.358 -0.139 -0.110 0.1166
H -0.246347 -1.839422 2.837987 0.432 -0.753 -0.017 0.1293
H -0.598965 3.908902 0.125608 -0.977 0.082 -0.154 0.1103
H 2.207285 0.759822 -3.325689 -0.611 -0.152 -0.394 0.0817
H -3.176383 3.931338 0.690975 -0.039 -0.098 0.040 0.1258
```
Forces are in eV/Å.

Computed properties:
Kohn-Sham gap = 8.34 eV
energy above the lowest of the compared OMol25 structures with the same formula, charge and spin = 167.0 kJ/mol
total charge = -1
highest occupied orbital energy = -5.9 eV
lowest unoccupied orbital energy = 2.412 eV

---

Q: What is the lowest unoccupied orbital energy in the second record?
A: 2.412 eV

---

Q: Look up the highest occupied orbital energy of the first one.
A: -4.9 eV